Below is C19H28NO5Zn as an isolated structure at a distorted geometry, with properties calculated with the ωB97M-V functional and the def2-TZVPD basis.

Geometry as ORCA input:
```
! RIJCOSX wB97M-V def2-TZVPD def2/J DEFGRID3
* xyz -1 1
O -0.09 0.05 -2.21
C 0.92 -0.50 -3.15
C 0.42 0.41 -4.27
H 0.75 -1.57 -3.28
H 1.92 -0.33 -2.78
C -0.72 0.82 -3.32
H 0.11 -0.09 -5.18
H 1.10 1.23 -4.50
C -2.05 0.20 -3.69
H -1.98 -0.89 -3.71
H -2.36 0.54 -4.68
H -2.83 0.48 -2.98
C -0.83 2.28 -3.00
H 0.15 2.74 -2.86
H -1.41 2.44 -2.08
H -1.34 2.81 -3.81
Zn 0.00 0.00 -0.05
C 0.90 1.63 1.57
C 1.89 0.50 1.43
C 2.36 0.54 0.12
H 2.06 -0.23 2.19
C 1.74 1.62 -0.56
C 0.80 2.24 0.29
H 0.18 3.08 0.08
H 0.32 1.83 2.42
H 3.06 -0.15 -0.28
H 1.94 1.90 -1.58
C -1.53 -0.46 1.84
C -1.96 0.75 1.20
C -2.33 0.39 -0.09
H -1.96 1.71 1.64
C -2.12 -1.02 -0.26
C -1.60 -1.56 0.93
H -1.29 -2.54 1.12
H -1.14 -0.56 2.90
H -2.75 1.06 -0.82
H -2.28 -1.59 -1.16
O 0.71 -1.67 -7.39
C 0.25 -0.56 -8.20
C 0.41 -0.96 -9.66
H 0.87 0.33 -7.97
H -0.78 -0.33 -7.92
C 1.63 -1.90 -9.60
H 0.56 -0.12 -10.32
H -0.47 -1.52 -9.99
C 1.39 -2.60 -8.26
H 2.55 -1.31 -9.55
H 1.69 -2.58 -10.43
H 2.32 -2.91 -7.77
H 0.77 -3.50 -8.40
O 0.76 -0.86 3.93
N 0.07 0.02 3.46
O -0.47 0.96 4.08
O -0.02 -0.09 2.00
*
```

Output
F_max: 6.8 eV/Å
HOMO-LUMO gap (alpha / beta): 3.115 / 2.883 eV
Electronic energy: -80287.84930 eV
Relative energy (zero: lowest compared OMol25 entry of this formula, charge and spin): 442.1 kJ/mol
HOMO energy (alpha / beta): -1.031 / -0.799 eV